(1)
Density functional theory data (the ωB97M-V functional and the def2-TZVPD basis) for a molecular structure, H12HeO6Xe.

## Properties
LUMO level, eV: 0.14
Kohn-Sham gap, eV: 10.5
E_tot, hartree: -790.8739
Relative energy (zero: lowest compared OMol25 entry of this formula, charge and spin), kJ/mol: 18.17
Largest force on an atom, eV/A: 0.8

```
20
Properties=species:S:1:pos:R:3:forces:R:3
Xe 1.450388 -0.279296 0.301125 0.05 0.06 -0.20
O 2.299500 1.455822 3.085760 -0.19 0.11 0.14
O -2.480137 -1.680896 -1.037135 -0.04 -0.04 -0.35
O -0.779518 1.602915 2.991974 -0.18 0.29 0.27
O -2.108773 0.212943 0.803074 0.17 0.54 0.52
O 1.115694 2.211614 -3.065885 0.12 0.11 -0.22
O 1.432230 -2.428574 -2.882608 -0.08 -0.25 0.10
He -0.305728 -2.491084 1.365499 -0.10 -0.11 0.06
H 2.210981 -1.878292 -2.966004 0.25 0.12 -0.01
H -2.416144 -0.342864 0.086953 -0.04 -0.50 -0.41
H 3.018718 0.824205 3.089923 0.13 -0.24 0.06
H 1.475542 2.107692 -2.185014 0.08 0.01 0.27
H 0.175649 1.596303 2.929921 0.41 -0.07 0.14
H -3.202654 -2.255758 -1.289574 -0.28 -0.08 -0.07
H 0.708041 -1.861237 -3.147021 -0.20 0.13 -0.10
H 2.635307 2.198585 2.583990 0.08 0.28 -0.11
H -2.873892 0.733106 1.048541 -0.16 0.23 0.15
H 0.473874 1.506204 -3.147700 -0.22 -0.12 -0.01
H -1.758339 -2.276657 -0.836362 0.33 -0.15 0.13
H -1.070741 1.045272 2.270544 -0.13 -0.30 -0.35
```
Positions in Å, forces in eV/Å.


(2)
Density functional theory data (the ωB97M-V functional and the def2-TZVPD basis) for 13 unconnected molecules or ions with the total composition C34H101N19O13 at a distorted geometry.

## Properties
LUMO level, eV: 0.25
Kohn-Sham gap, eV: 8.8
E_tot, hartree: -3374.6825
Relative energy (zero: lowest compared OMol25 entry of this formula, charge and spin), kJ/mol: 0.00
Largest force on an atom, eV/A: 2.0

```
167
Properties=species:S:1:pos:R:3:forces:R:3
O 1.197592 -1.452204 -0.014285 0.10 0.28 -0.46
O -0.013872 -5.246368 2.464059 -0.32 0.60 0.41
O 4.259430 3.327922 4.517531 0.09 0.15 -0.33
O -0.525771 6.045935 1.771286 0.21 0.47 0.19
O -4.292082 1.904591 2.398909 0.24 0.45 -1.35
O -3.131270 -3.035943 -1.904460 0.08 -0.23 -0.34
O -5.426798 2.806457 -5.647922 -0.02 0.29 -0.06
O 5.785078 0.058866 -1.950420 -0.20 0.16 -0.17
O 2.412873 -4.369979 -1.852350 0.23 0.05 0.57
O -1.931213 2.300031 -0.839140 0.50 -0.24 0.18
O 3.021945 -1.066518 -5.309417 0.15 0.22 0.40
O -5.566410 0.845618 -1.407173 0.26 -0.14 -0.04
O 4.390912 -3.356752 2.720869 0.13 0.49 0.40
N -1.060938 -3.400259 -2.749523 0.09 0.51 -0.16
N -2.869407 3.934809 0.414339 0.28 -0.44 -0.10
N 7.485010 -4.296163 1.010683 -0.36 0.33 0.73
N -0.375943 -2.296354 2.441290 -0.42 0.16 0.32
N 0.447893 0.435889 1.003490 0.26 -0.35 -0.14
N 1.057534 -4.260823 -0.053848 -0.31 0.29 -0.22
N 4.798440 -1.989983 -1.712724 -0.41 0.40 0.61
N 5.256140 1.142462 3.069828 0.08 0.45 0.02
N -2.915999 -3.568217 -4.113193 0.28 0.09 0.15
N -1.366910 4.449583 -1.251087 0.52 -0.51 -0.48
N 1.697552 3.348932 0.615308 -0.57 0.37 -0.49
N -3.588133 -0.249820 -1.185054 0.37 0.33 0.24
N 2.496512 -6.059752 -0.346343 -0.11 -0.31 0.63
N -0.239732 -0.086644 -1.145076 0.79 -0.41 1.03
N 3.825548 -0.148514 -0.783640 0.39 0.12 -0.13
N -5.417659 -1.287734 -2.161918 0.05 0.08 0.06
N -7.091662 2.454057 1.647157 0.38 -0.24 -0.68
N -2.608370 1.468592 -3.690362 -0.03 0.30 -0.46
N 0.471161 1.136251 -3.916846 -0.10 0.39 -0.17
C 0.490112 -6.321948 3.207266 0.00 -0.52 0.05
C -5.398040 1.594218 3.209203 0.33 -0.14 0.80
C -4.900922 -0.177718 -1.558431 -0.20 0.21 -0.26
C -1.472606 -3.290642 2.524146 0.32 0.70 -1.08
C 5.233138 -3.818485 1.679975 -0.59 -0.73 0.90
C -7.568201 2.541209 4.019692 -0.49 -0.05 0.89
C 6.671054 -3.729013 2.129901 0.50 0.29 -1.03
C -6.788874 3.088215 -5.444627 -0.50 -0.49 -0.50
C -2.017770 -3.591150 1.119133 -0.74 -1.76 0.71
C 0.744352 4.023617 1.502467 0.46 0.16 1.16
C 0.542155 -0.403993 -0.088797 -0.72 -0.08 0.59
C 3.467050 2.163848 4.477541 -0.30 0.03 0.53
C 3.807320 1.325301 3.250040 0.77 0.27 0.43
C 0.664942 5.534802 1.243500 0.21 -1.18 -1.02
C 0.943545 0.562945 -6.174195 -0.25 0.12 -1.22
C 2.031992 -4.854274 -0.780235 -0.24 -0.05 -1.05
C -0.629892 7.442759 1.543269 -0.03 -0.30 -0.03
C -2.040780 3.494705 -0.557157 -1.02 0.60 0.22
C 3.033845 -3.465396 2.397260 -0.36 -0.56 -0.52
C -2.414658 -3.284657 -2.877313 0.00 -0.26 0.39
C -6.486072 2.620167 2.973155 -0.61 -0.49 -0.40
C -0.953294 -4.496054 3.265505 0.03 -1.01 -0.46
C 1.006069 0.053227 -4.746646 -0.12 1.05 -0.08
C -4.799239 2.294409 -4.493414 0.27 -0.12 -0.24
C 4.876300 -0.632328 -1.522138 0.23 -0.60 -0.07
C 2.434936 -0.261190 -4.313101 -0.86 -0.65 -0.03
C 3.190144 -0.049046 3.372177 -1.54 0.18 -0.20
C -3.452258 1.713904 -4.881087 1.04 -0.39 0.56
C 4.127268 4.034629 5.726227 -0.04 -0.17 0.07
C -3.550636 0.404132 -5.635428 -0.78 -0.23 -0.18
C 4.280670 -1.586653 -4.934603 0.29 -0.38 -0.63
C 7.101536 -2.292874 2.374729 0.61 0.17 0.24
C 1.144324 3.765388 2.961546 0.31 0.15 -0.88
C -3.466615 0.815574 2.033159 0.45 -0.06 0.85
H 7.085210 -5.196935 0.769192 0.28 -0.13 -0.01
H -2.577253 0.003892 -5.912920 0.08 0.13 -0.02
H -2.843645 0.588600 2.910829 -0.22 -0.65 -0.04
H 0.258279 7.960577 1.914005 -0.04 0.09 0.05
H 8.410246 -4.448637 1.397047 0.09 -0.18 -0.35
H 2.770410 -2.822009 1.550042 -0.07 0.02 0.05
H -7.933113 1.888066 1.629880 -0.13 0.18 0.60
H -8.407978 3.206203 3.812529 0.22 0.24 -0.18
H -2.502536 2.348245 -3.201027 0.01 -0.18 0.36
H -6.475280 1.918603 1.036219 0.22 0.49 -0.12
H 2.322007 -0.819852 -3.369585 0.52 0.10 0.09
H 3.301148 -0.658022 2.478577 0.55 -0.04 0.03
H 4.075660 -2.479195 -1.214218 -0.05 -0.43 -0.41
H 4.948563 -4.877310 1.539475 0.24 0.05 -0.40
H 3.427014 1.925371 2.417203 0.04 -0.51 -0.38
H 0.621715 -4.547262 0.813253 0.57 -0.54 0.00
H 7.285942 -1.735373 1.455291 -0.30 -0.17 -0.16
H 3.015728 0.652899 -4.154667 -0.03 0.06 0.06
H -2.342106 -2.934192 3.082769 0.38 0.37 0.36
H -0.860003 4.081359 -2.039650 0.01 0.29 -0.11
H 1.510204 3.705543 -0.321002 0.18 -0.31 -0.09
H -5.384541 1.488842 -4.028629 -0.18 0.20 0.09
H 1.456359 1.522884 -6.258451 0.16 -0.08 0.15
H -4.981059 -2.190207 -2.045942 0.10 0.05 -0.24
H 0.684530 5.628176 0.144091 -0.16 0.36 0.04
H -2.736610 1.068447 1.263919 -0.35 0.50 -0.18
H -4.641330 3.097084 -3.761959 -0.16 -0.05 0.11
H 2.082199 4.293656 3.170656 -0.20 0.29 0.13
H 1.337077 -0.097701 -6.951870 0.30 -0.21 0.43
H -1.243517 -3.981961 0.462978 -0.08 0.40 -0.21
H -5.048738 1.608471 4.254114 -0.23 -0.01 0.05
H -4.053772 -0.024891 1.660086 0.05 -0.14 0.21
H -1.517688 7.795252 2.061856 0.02 0.04 0.03
H 1.593795 6.001357 1.598453 -0.24 0.30 0.35
H 4.652345 4.977786 5.598790 0.15 -0.04 0.17
H 2.363929 -3.253970 3.230159 0.40 0.39 0.22
H 3.085562 4.259703 5.993771 -0.05 -0.09 -0.22
H -1.518520 5.437411 -1.177267 -0.10 -0.01 0.13
H -3.293143 3.237007 1.007677 -0.38 0.16 0.06
H -0.729855 7.647347 0.469933 0.02 0.06 0.00
H 5.686893 0.977851 3.977518 -0.10 -0.24 -0.03
H -7.210802 3.539267 -6.344449 0.33 0.07 -0.08
H 2.095961 0.024796 3.493153 0.10 0.13 0.22
H -5.774555 0.585214 3.002153 -0.03 0.01 -0.12
H 0.129109 -2.436569 1.569900 0.10 -0.06 0.21
H 0.802462 1.263432 -2.974680 0.27 -0.49 0.01
H 3.265759 -6.508882 -0.804825 -0.01 0.21 -0.23
H -0.668823 -3.048149 -1.891905 -0.05 -0.08 0.07
H 2.217753 -6.422803 0.546554 0.01 0.05 0.04
H -7.321541 2.134673 -5.323867 -0.14 0.19 0.38
H -6.304792 -1.153952 -2.609402 -0.17 -0.24 0.27
H 1.431484 2.724361 3.122189 -0.90 0.05 -0.21
H 3.529079 -0.570992 4.266930 0.32 -0.10 -0.17
H -0.017533 -0.584376 -1.988246 -0.44 0.34 -0.35
H 0.833802 -3.331657 -0.373423 0.24 0.10 0.08
H -0.260249 3.614303 1.372215 0.05 -0.08 -0.32
H -3.078827 4.906778 0.538646 0.10 0.00 0.20
H 3.606339 1.572578 5.397042 0.12 0.00 -0.03
H 5.680602 2.016248 2.772678 -0.11 -0.04 -0.08
H -2.866473 2.442590 -5.450096 -0.35 0.05 -0.27
H 5.081643 -3.279200 0.741141 0.02 0.16 0.00
H 0.367597 -0.838691 -4.658336 0.28 -0.23 -0.01
H -0.310685 -6.976540 3.576539 -0.10 0.07 -0.12
H 2.655627 3.617982 0.817650 -0.03 0.02 0.21
H -4.058707 -0.338897 -5.005679 0.16 0.03 0.12
H 4.549022 3.433561 6.541587 0.09 0.25 0.08
H -3.157408 0.652028 -1.022952 -0.14 -0.05 0.33
H -2.992008 0.782837 -3.047743 -0.23 0.21 -0.16
H 1.085245 0.117888 1.721462 0.02 0.20 0.06
H -0.739616 -1.352579 2.351894 -0.16 -0.08 0.09
H -2.714763 -4.442741 1.220494 0.09 0.10 -0.10
H -3.911583 -3.623774 -4.210427 -0.04 0.24 -0.11
H 5.426419 -2.496596 -2.303179 0.22 0.14 0.10
H 3.742595 0.850237 -0.748500 -0.08 -0.01 0.19
H -0.451123 -3.332186 -3.549491 -0.02 -0.23 0.01
H 6.862432 -4.297854 3.044250 -0.51 -0.08 0.11
H 1.058175 -6.008740 4.089751 0.15 0.18 -0.15
H -2.967393 -1.005526 -1.443827 -0.47 -0.17 -0.02
H -1.755397 -5.211147 3.492302 -0.17 0.25 0.15
H -8.038932 1.557368 4.121570 0.34 -0.18 -0.24
H 4.980587 -0.864925 -4.500621 -0.30 0.28 0.04
H 0.334362 4.116706 3.595257 0.17 -0.17 0.36
H -2.638580 -2.828001 0.658120 0.49 0.45 0.05
H -0.543033 1.184250 -3.934957 -0.04 -0.03 0.04
H -7.188226 2.797149 5.013033 0.02 0.04 -0.08
H -0.847542 0.709720 -1.026278 -0.10 0.26 -0.76
H -6.019401 3.607353 3.038105 0.02 0.04 -0.13
H -0.075051 0.759333 -6.533430 -0.12 0.01 0.54
H 4.714418 -1.942854 -5.870865 0.12 -0.11 0.12
H 2.419777 2.499302 4.443405 0.31 -0.55 0.41
H -2.334100 -3.426629 -4.919031 -0.18 -0.18 -0.14
H 1.113468 -6.922097 2.545697 0.14 0.04 0.08
H -4.185469 0.489759 -6.521025 0.20 0.15 -0.07
H -0.454632 -4.199946 4.190746 -0.06 0.16 0.04
H 0.489212 1.434737 0.841533 0.06 0.02 -0.12
H 2.789260 -4.501239 2.114300 0.11 0.02 -0.14
H 6.392262 -1.733431 2.982800 -0.07 -0.11 0.01
H 8.063949 -2.306100 2.900426 -0.09 0.08 0.06
H 4.189681 -2.426763 -4.243714 -0.19 0.00 0.03
H 3.065166 -0.749787 -0.511204 -0.19 0.17 0.00
H -7.002444 3.770469 -4.617246 0.24 -0.14 0.21
```
Positions in Å, forces in eV/Å.


(3)
Density functional theory data (the ωB97M-V functional and the def2-TZVPD basis) for a single C5H8O2 molecule.

## Properties
LUMO level (alpha / beta), eV: 0.28 / 0.28
Kohn-Sham gap (alpha / beta), eV: 8.1 / 8.1
E_tot, hartree: -345.5828
Relative energy (zero: lowest compared OMol25 entry of this formula, charge and spin), kJ/mol: 583.40
Largest force on an atom, eV/A: 0.6

```
15
Properties=species:S:1:pos:R:3:forces:R:3
O 2.121592 -1.205863 -0.957420 -0.16 -0.10 -0.21
O -0.203033 -0.122303 0.254477 -0.18 0.06 0.11
C -2.309648 0.570556 -0.596848 0.24 -0.42 -0.29
C 1.113201 0.236315 0.701589 0.22 0.07 0.09
C -3.294824 -0.190439 -0.987624 0.06 0.57 0.19
C 2.021177 -0.949102 0.420523 0.07 0.08 0.30
C -0.983605 0.810481 -0.301876 0.39 -0.22 -0.46
H 1.493943 1.119416 0.169113 -0.24 -0.17 -0.04
H 1.245327 -1.444276 -1.286063 0.09 -0.01 0.03
H -2.229439 1.529077 0.155461 -0.40 0.16 0.44
H 3.031145 -0.701032 0.756262 -0.09 0.03 0.05
H -4.281935 -0.036710 -0.543575 0.17 -0.13 0.02
H 1.697961 -1.837066 0.988939 -0.07 0.23 -0.18
H -0.500708 1.756704 -0.543253 -0.06 -0.09 -0.03
H 1.078846 0.464242 1.770292 -0.04 -0.06 -0.01
```
Positions in Å, forces in eV/Å.